No. 1
{"formula": "C30H73F2N8O9S2V", "method": "ωB97M-V with the def2-TZVPD basis set", "species": ["O", "V", "N", "S", "O", "O", "F", "S", "O", "O", "F", "C", "C", "N", "C", "C", "C", "C", "H", "H", "H", "H", "H", "H", "H", "H", "H", "H", "H", "H", "H", "H", "H", "C", "C", "N", "C", "C", "C", "C", "H", "H", "H", "H", "H", "H", "H", "H", "H", "H", "H", "H", "H", "H", "H", "C", "C", "N", "C", "C", "C", "C", "H", "H", "H", "H", "H", "H", "H", "H", "H", "H", "H", "H", "H", "H", "H", "C", "O", "N", "C", "C", "H", "H", "H", "H", "H", "H", "H", "C", "O", "N", "C", "C", "H", "H", "H", "H", "H", "H", "H", "C", "O", "N", "C", "C", "H", "H", "H", "H", "H", "H", "H", "C", "O", "N", "C", "C", "H", "H", "H", "H", "H", "H", "H"], "positions_angstrom": [[2.860, 3.425, -1.304], [2.189, 2.400, -2.312], [1.855, 0.891, -0.860], [0.518, -0.183, -0.482], [-0.434, 0.306, 0.564], [0.685, -1.604, -0.726], [-0.220, 0.218, -1.882], [2.637, 0.111, 0.234], [3.343, -1.146, -0.063], [2.289, 0.367, 1.663], [3.943, 1.074, 0.122], [-1.025, 3.173, 5.184], [0.169, 4.115, 4.734], [0.966, 3.518, 3.667], [2.045, 4.550, 3.394], [3.214, 4.056, 2.518], [0.277, 3.187, 2.376], [-0.487, 4.352, 1.762], [-0.509, 2.271, 5.513], [-1.645, 2.928, 4.322], [-1.589, 3.569, 6.029], [-0.255, 5.063, 4.404], [0.867, 4.234, 5.563], [2.422, 4.830, 4.378], [1.610, 5.466, 2.995], [2.883, 4.001, 1.482], [3.466, 3.034, 2.799], [4.070, 4.731, 2.512], [1.007, 2.794, 1.668], [-0.491, 2.425, 2.504], [-1.300, 4.760, 2.362], [0.167, 5.216, 1.638], [-0.987, 4.100, 0.827], [-7.082, -0.553, 0.752], [-5.947, 0.261, 0.234], [-4.923, 0.458, 1.276], [-3.573, 0.584, 0.676], [-3.320, 1.863, -0.172], [-5.148, 1.539, 2.274], [-4.361, 1.294, 3.561], [-6.832, -1.589, 0.984], [-7.926, -0.538, 0.062], [-7.416, -0.112, 1.692], [-5.567, -0.297, -0.621], [-6.360, 1.148, -0.246], [-2.811, 0.563, 1.455], [-3.360, -0.349, 0.155], [-2.516, 1.563, -0.844], [-4.209, 2.072, -0.768], [-3.104, 2.782, 0.372], [-6.224, 1.578, 2.441], [-5.023, 2.572, 1.948], [-4.818, 1.838, 4.388], [-3.337, 1.627, 3.394], [-4.352, 0.258, 3.902], [-3.402, -0.781, -2.947], [-2.729, -1.976, -2.264], [-2.528, -3.139, -3.124], [-1.575, -2.955, -4.243], [-0.101, -2.954, -3.730], [-2.362, -4.452, -2.494], [-2.914, -5.623, -3.319], [-4.228, -1.200, -3.522], [-2.775, -0.162, -3.589], [-3.757, -0.185, -2.106], [-1.844, -1.522, -1.820], [-3.399, -2.281, -1.459], [-1.725, -3.723, -5.002], [-1.844, -2.074, -4.825], [0.614, -2.961, -4.553], [0.118, -2.015, -3.221], [0.211, -3.764, -3.072], [-2.922, -4.417, -1.559], [-1.396, -4.597, -2.011], [-2.612, -6.556, -2.842], [-2.656, -5.605, -4.378], [-4.003, -5.636, -3.280], [1.535, -2.186, 3.243], [1.668, -3.370, 2.983], [0.341, -1.562, 3.368], [0.268, -0.150, 3.877], [-0.935, -2.197, 3.247], [2.408, -1.537, 3.411], [-0.503, 0.452, 3.396], [1.240, 0.344, 3.853], [0.035, -0.169, 4.941], [-1.557, -1.716, 2.492], [-0.842, -3.256, 3.005], [-1.399, -2.032, 4.219], [4.997, 0.508, -3.088], [4.104, 1.352, -2.858], [4.844, -0.775, -3.083], [6.028, -1.659, -2.942], [3.565, -1.504, -3.279], [6.045, 0.828, -3.199], [6.157, -2.314, -3.804], [5.951, -2.194, -1.995], [6.937, -1.058, -2.921], [3.394, -2.133, -4.152], [3.373, -2.151, -2.423], [2.761, -0.777, -3.166], [0.860, 0.585, -4.787], [1.334, 1.359, -3.971], [-0.247, 0.857, -5.500], [-0.939, 2.166, -5.368], [-0.804, -0.194, -6.369], [1.199, -0.436, -5.020], [-0.323, 2.939, -4.910], [-1.908, 2.001, -4.897], [-1.169, 2.481, -6.386], [-0.854, 0.156, -7.400], [-0.313, -1.162, -6.264], [-1.874, -0.295, -6.187], [5.753, -0.603, 2.409], [5.843, 0.429, 3.061], [5.626, -1.809, 2.987], [5.174, -2.987, 2.194], [5.687, -1.940, 4.451], [5.490, -0.730, 1.347], [4.438, -3.582, 2.735], [6.072, -3.539, 1.919], [4.806, -2.629, 1.233], [6.131, -1.062, 4.920], [4.715, -2.214, 4.861], [6.384, -2.748, 4.678]], "orbital_gap_ha": [0.1354, 0.1543], "total_charge": 1, "lumo_ev": [-6.369, -5.856], "multiplicity": 2, "e_above_lowest_kcal_mol": 142.7, "total_energy_ev": -115423.40650, "homo_ev": [-10.054, -10.054], "s_squared": 0.799}



No. 2
{"formula": "C8H10N2", "method": "ωB97M-V with the def2-TZVPD basis set", "species": ["C", "C", "C", "C", "C", "C", "C", "C", "N", "N", "H", "H", "H", "H", "H", "H", "H", "H", "H", "H"], "positions_angstrom": [[3.231, 0.589, 0.262], [3.176, -0.861, -0.106], [2.057, 1.348, 0.126], [2.011, -1.460, -0.431], [0.814, 0.663, 0.077], [0.870, -0.731, -0.031], [-3.537, 0.001, -0.299], [-2.236, -0.517, 0.275], [-0.448, 1.105, -0.109], [-1.147, -0.123, -0.509], [4.142, 1.136, 0.522], [4.046, -1.486, -0.308], [1.908, 2.411, 0.335], [1.840, -2.489, -0.627], [-4.424, -0.482, 0.193], [-3.676, -0.420, -1.266], [-3.598, 1.123, -0.186], [-2.062, -1.514, 0.275], [-2.262, -0.174, 1.286], [-0.706, 1.882, 0.518]], "orbital_gap_ha": [0.2923, 0.2925], "lumo_ev": [0.124, 0.040], "multiplicity": 1, "e_above_lowest_kcal_mol": 127.9, "total_energy_ev": -11432.20453, "homo_ev": [-7.829, -7.920]}



No. 3
{"formula": "C35H44BINO14Si", "method": "ωB97M-V with the def2-TZVPD basis set", "species": ["C", "C", "C", "I", "C", "C", "C", "C", "C", "N", "C", "C", "C", "C", "O", "B", "O", "C", "C", "Si", "C", "C", "C", "H", "H", "H", "H", "H", "H", "H", "H", "H", "H", "H", "H", "H", "H", "H", "H", "H", "H", "H", "H", "H", "H", "H", "H", "H", "H", "H", "H", "H", "H", "H", "H", "C", "C", "C", "O", "C", "C", "C", "O", "O", "O", "H", "H", "H", "H", "C", "C", "C", "O", "C", "C", "C", "O", "O", "O", "H", "H", "H", "H", "C", "C", "C", "O", "C", "C", "C", "O", "O", "O", "H", "H", "H", "H"], "positions_angstrom": [[-3.551, 1.718, 5.084], [-3.603, 0.329, 4.441], [-4.418, 0.226, 3.130], [-6.466, 0.823, 3.458], [-3.663, 0.806, 1.865], [-3.303, -0.424, 1.005], [-2.324, -0.254, -0.169], [-0.832, -0.507, 0.172], [0.040, 0.013, -1.041], [0.330, 1.431, -0.875], [-0.399, 2.432, -1.410], [0.126, 3.633, -1.046], [1.257, 3.311, -0.237], [1.368, 1.965, -0.170], [-2.378, 1.210, 2.332], [-1.955, 2.553, 1.807], [-2.889, 2.671, 0.641], [-4.126, 2.135, 1.151], [-4.629, 3.317, 2.056], [-5.294, 2.158, -0.357], [-7.043, 1.504, -0.074], [-5.512, 3.998, -0.826], [-4.637, 1.318, -1.918], [-3.187, 1.588, 6.116], [-4.520, 2.211, 5.163], [-2.791, 2.315, 4.572], [-4.154, -0.319, 5.147], [-2.622, -0.133, 4.328], [-4.498, -0.851, 2.961], [-4.235, -0.898, 0.640], [-2.854, -1.167, 1.679], [-2.366, 0.690, -0.708], [-2.572, -1.041, -0.903], [-0.659, -1.592, 0.268], [-0.529, -0.045, 1.114], [0.959, -0.561, -1.172], [-0.616, -0.073, -1.913], [-1.280, 2.268, -2.013], [-0.260, 4.606, -1.308], [1.898, 4.048, 0.237], [2.121, 1.377, 0.333], [-0.823, 2.341, 1.419], [-1.965, 3.476, 2.605], [-4.251, 4.271, 1.697], [-4.449, 3.177, 3.123], [-5.729, 3.382, 1.954], [-7.561, 1.957, 0.774], [-7.108, 0.410, -0.036], [-7.630, 1.793, -0.964], [-5.767, 4.037, -1.892], [-4.564, 4.514, -0.653], [-6.329, 4.425, -0.237], [-4.751, 0.229, -1.921], [-3.615, 1.633, -2.147], [-5.244, 1.696, -2.756], [1.827, -4.332, 1.072], [1.907, -5.528, 0.480], [2.477, -5.690, -0.898], [2.539, -6.811, -1.374], [2.926, -4.501, -1.602], [2.845, -3.300, -1.012], [2.298, -3.140, 0.377], [2.267, -2.029, 0.863], [3.241, -2.183, -1.616], [1.488, -6.649, 1.072], [1.419, -4.202, 2.065], [3.320, -4.630, -2.600], [3.078, -1.460, -0.978], [1.659, -7.365, 0.432], [3.464, 8.579, -0.131], [2.987, 7.335, 0.034], [3.259, 6.552, 1.290], [2.787, 5.440, 1.392], [4.084, 7.171, 2.322], [4.558, 8.409, 2.148], [4.265, 9.200, 0.908], [4.715, 10.331, 0.824], [5.319, 9.020, 3.061], [2.254, 6.733, -0.894], [3.275, 9.155, -1.026], [4.287, 6.592, 3.212], [5.521, 9.898, 2.688], [2.026, 5.846, -0.546], [6.699, -9.882, -5.016], [6.907, -8.882, -4.150], [5.917, -8.555, -3.070], [6.176, -7.646, -2.304], [4.695, -9.342, -2.998], [4.485, -10.339, -3.865], [5.487, -10.683, -4.928], [5.247, -11.614, -5.675], [3.382, -11.087, -3.841], [7.998, -8.118, -4.190], [7.406, -10.128, -5.796], [3.981, -9.085, -2.227], [3.482, -11.731, -4.567], [7.899, -7.478, -3.459]], "orbital_gap_ha": 0.1371, "total_charge": -1, "lumo_ev": -0.506, "multiplicity": 1, "total_energy_ev": -83819.34967, "homo_ev": -4.238}



No. 4
{"formula": "C42H31Co2NO5P", "method": "ωB97M-V with the def2-TZVPD basis set", "species": ["O", "C", "Co", "C", "O", "C", "O", "C", "C", "C", "C", "C", "C", "C", "C", "C", "Co", "C", "O", "C", "O", "P", "C", "C", "C", "C", "C", "C", "C", "C", "C", "C", "C", "C", "C", "C", "C", "C", "C", "C", "H", "H", "H", "H", "H", "H", "H", "H", "H", "H", "H", "H", "H", "H", "H", "H", "H", "H", "H", "H", "H", "H", "C", "C", "C", "C", "N", "C", "C", "C", "C", "C", "C", "H", "H", "H", "H", "H", "H", "H", "H", "H"], "positions_angstrom": [[2.877, 4.636, -1.637], [2.021, 3.928, -1.310], [0.791, 2.762, -0.922], [1.588, 1.894, 0.400], [2.090, 1.469, 1.357], [-0.198, 3.925, -0.027], [-0.756, 4.677, 0.655], [-0.025, 2.325, -2.474], [1.201, 1.646, -2.287], [2.322, 1.109, -2.861], [3.428, 0.613, -2.078], [4.767, 0.991, -2.362], [5.792, 0.617, -1.503], [5.525, -0.209, -0.400], [4.217, -0.631, -0.150], [3.180, -0.217, -0.967], [-0.661, 0.675, -1.879], [-0.347, -0.729, -0.876], [-0.229, -1.690, -0.227], [-1.365, 0.032, -3.335], [-1.967, -0.426, -4.218], [-2.497, 1.339, -1.019], [-2.566, 1.515, 0.801], [-3.745, 1.932, 1.438], [-3.761, 2.090, 2.828], [-2.616, 1.807, 3.582], [-1.458, 1.347, 2.952], [-1.444, 1.186, 1.567], [-3.049, 2.937, -1.724], [-3.375, 4.039, -0.926], [-3.651, 5.272, -1.521], [-3.597, 5.412, -2.910], [-3.315, 4.304, -3.715], [-3.046, 3.067, -3.123], [-3.950, 0.262, -1.339], [-5.059, 0.678, -2.091], [-6.023, -0.256, -2.486], [-5.909, -1.593, -2.094], [-4.849, -1.991, -1.272], [-3.882, -1.063, -0.878], [-0.381, 2.908, -3.310], [2.439, 1.236, -3.945], [4.949, 1.614, -3.241], [6.808, 0.965, -1.692], [6.329, -0.522, 0.264], [3.981, -1.284, 0.687], [2.159, -0.575, -0.806], [-4.637, 2.150, 0.847], [-4.670, 2.438, 3.318], [-2.625, 1.937, 4.664], [-0.560, 1.109, 3.524], [-0.547, 0.800, 1.074], [-3.444, 3.930, 0.153], [-3.906, 6.122, -0.886], [-3.774, 6.385, -3.369], [-3.297, 4.389, -4.802], [-2.826, 2.199, -3.751], [-5.173, 1.725, -2.371], [-6.860, 0.067, -3.106], [-6.647, -2.326, -2.424], [-4.765, -3.027, -0.939], [-3.064, -1.368, -0.220], [3.652, -5.075, 5.477], [3.356, -4.203, 4.289], [3.184, -2.842, 4.480], [2.967, -1.998, 3.373], [2.892, -2.432, 2.113], [2.953, -3.775, 1.897], [3.239, -4.715, 2.967], [3.392, -6.080, 2.618], [3.236, -6.515, 1.308], [2.902, -5.603, 0.286], [2.751, -4.258, 0.583], [3.803, -6.120, 5.207], [4.556, -4.729, 5.997], [2.834, -5.032, 6.208], [3.233, -2.404, 5.475], [2.854, -0.923, 3.530], [3.639, -6.803, 3.397], [3.365, -7.571, 1.071], [2.763, -5.953, -0.735], [2.480, -3.523, -0.176]], "orbital_gap_ha": 0.1715, "total_charge": -1, "lumo_ev": 1.953, "multiplicity": 1, "total_energy_ev": -140326.33898, "homo_ev": -2.713}